[1]
Molecular formula: C3H8N2O
Method: DFT, ωB97M-V with the def2-TZVPD basis set

CARTESIAN COORDINATES (ANGSTROEM)
C  0.72011  0.45654  -0.63984
H  2.05358  0.27172  1.03940
N  -2.30060  -0.45840  -0.32910
H  -3.02765  -0.69933  0.32735
H  -0.31127  -1.48463  1.50350
H  -0.57915  0.92103  0.30043
N  0.04984  -0.71174  -0.65711
H  -2.36800  -0.85544  -1.25347
O  -0.90601  -0.72368  1.50554
C  2.04866  0.65985  0.02042
H  0.50905  1.14170  -1.46552
H  2.32837  1.71375  0.04144
C  -1.00789  -0.32707  0.15885
H  2.79096  0.09569  -0.55188

Properties
gap between HOMO and LUMO (alpha / beta)	8.196 / 8.195	eV
LUMO level (alpha / beta)	0.0021 / 0.0021	hartree
structure (SMILES)	C/C=N/[C@@H](N)O

=====

[2]
Molecular formula: C6H8O2
Method: DFT, ωB97M-V with the def2-TZVPD basis set

CARTESIAN COORDINATES (ANGSTROEM)
H  -1.40325  1.45381  -1.32187
C  -0.94311  -0.06723  0.06270
H  3.01705  0.55374  0.02892
C  2.04644  0.10570  0.03633
C  0.12147  -0.50688  1.06277
H  1.75177  -0.87377  -1.92110
C  1.44207  -0.63717  -0.88224
O  -2.16344  -0.76192  0.19653
H  -0.05602  -1.21333  1.91599
H  -2.69731  -0.27363  0.83211
C  -0.92958  1.34654  -0.32303
C  0.10956  -1.06973  -0.36940
O  1.35091  0.18861  1.23143
H  0.09168  1.83454  -0.40106
H  -0.27323  -2.08098  -0.53243
H  -1.46499  2.00172  0.38435

Properties
gap between HOMO and LUMO	9.335	eV
LUMO level	0.0326	hartree
structure (SMILES)	C[C@]1(O)[C@@H]2OC=C[C@@H]21

=====

[3]
Molecular formula: C55H47BI2N2O32
Method: DFT, ωB97M-V with the def2-TZVPD basis set

CARTESIAN COORDINATES (ANGSTROEM)
C  5.43421  -1.99406  -4.84665
H  -8.55603  1.94898  2.14210
H  -4.50529  8.72109  -2.21727
H  -6.61459  5.40119  3.84487
H  -2.72993  -3.19419  -4.01513
C  -5.83747  7.08265  -2.41636
C  8.60892  -2.30847  1.43776
O  5.19020  -3.47631  -8.06701
H  -10.60680  4.61473  -0.25436
H  -4.92901  4.47132  6.06750
H  -5.99409  6.22062  -3.05587
C  -3.74009  -1.64106  -3.85113
C  11.13465  -7.89966  -3.70495
C  9.65276  -4.46699  0.80115
O  -2.63215  -2.32888  -3.57419
H  -6.18169  0.65641  7.85995
H  10.35871  -8.65321  -6.61556
H  -2.36611  3.91493  8.53273
C  9.05036  -7.66355  -5.02947
H  2.66075  -3.31685  -7.37426
C  -7.51544  2.26793  2.13172
H  5.40447  -1.68041  5.53946
C  4.59107  -2.03357  3.55183
C  8.36745  -7.06765  -3.89403
H  -7.21270  2.12484  4.24825
B  -3.69690  4.34329  -0.19166
H  4.40318  -2.16592  1.28735
C  4.78658  -3.02242  -7.01336
C  -0.54704  0.70299  -1.43502
O  3.62391  -1.39996  -3.46424
O  -7.29854  0.29695  -4.80532
O  -3.10508  5.26206  0.61715
C  1.71039  0.74346  -0.28784
I  -6.64923  8.02939  0.40731
H  1.33063  -3.06058  2.87391
C  9.01541  -6.88442  -2.73428
H  -5.36423  3.79468  2.58432
C  -6.03852  5.31714  -0.54690
C  5.79921  -2.52609  -6.02028
H  -3.65377  0.10509  10.32334
O  -2.48050  1.78805  10.07473
C  -5.97886  2.99537  0.16247
H  6.15376  -1.63051  -4.12666
H  -7.92248  3.64036  3.82021
O  11.87734  -1.76152  -0.23790
O  3.04543  -1.15592  -0.44040
H  7.72492  -5.27292  1.72900
C  -6.18912  -0.39204  -4.55521
O  11.04641  -8.64379  -5.92302
C  3.36103  -2.43573  2.78871
C  -5.35788  1.33355  8.03649
C  4.02523  -1.88791  -4.50433
H  -9.26442  4.28157  2.31042
C  -7.99576  4.22122  0.61749
C  4.51823  -1.98663  5.00199
O  1.15977  -3.04251  5.49608
C  2.22122  -2.76733  3.41180
H  -2.15196  5.22050  0.45740
C  -5.15616  0.31567  -3.72575
O  9.54238  -5.68381  0.81061
H  2.97121  -2.02789  -0.87023
O  -4.50820  -3.46537  -5.09434
O  7.51531  -4.33238  1.88130
O  0.22674  2.57144  -0.25458
O  -5.38529  1.45528  -3.36102
I  -7.44624  8.50570  -2.65461
H  9.05842  -6.30412  -0.93580
O  3.25146  -2.28877  6.94557
C  -5.80665  3.56049  3.55949
C  3.37889  -2.93920  -6.66046
C  10.85847  -2.44373  0.26760
H  2.33538  -2.57070  7.13173
C  0.90980  -1.22641  -1.57390
H  -6.72954  -2.15519  -5.60996
C  9.76581  -1.61788  0.88822
O  1.15504  -2.35247  -1.96882
H  7.33258  -6.78547  -4.02688
C  10.45990  -7.28101  -2.57096
H  -3.67848  7.25749  -2.73279
H  -1.60964  2.24476  -1.26526
N  -10.50004  4.09414  0.60636
C  -0.33408  -0.54299  -1.88120
O  -5.57756  1.90246  -0.19485
H  -4.52752  6.88861  -0.67747
H  -9.36351  5.69923  1.23130
C  3.01197  -2.41172  -5.48456
H  -3.59356  3.01151  -1.50950
H  7.05403  -3.06013  -7.27207
O  9.89537  -0.40928  0.89985
N  -5.89740  4.84780  4.30221
O  -2.95142  3.47874  -0.95350
C  10.79713  -3.78221  0.23251
O  -1.67217  1.35941  -1.69278
C  -5.27905  2.53388  7.21883
C  1.92671  -0.50593  -0.73036
O  1.74087  -2.31994  -5.11097
H  -4.69370  8.23304  -3.88084
C  -7.18931  2.90537  3.49030
O  8.41615  -6.34330  -1.67850
C  10.48047  -8.08342  -4.85757
C  -4.75762  -2.34167  -4.70229
C  -9.30330  4.61213  1.27839
O  8.52349  -7.84360  -6.11205
O  -4.43509  0.02409  9.74361
H  7.81923  -1.70598  1.86543
O  -4.12336  4.53862  6.64144
C  3.37839  -2.31539  5.62417
C  -7.21912  3.19267  0.98368
H  -10.36495  3.11471  0.39109
H  -3.20645  0.11373  -2.78778
C  8.54833  -3.64502  1.39896
C  -5.27551  4.27043  -0.21780
H  -7.18247  1.16037  -4.36598
H  11.67319  -0.81967  -0.08014
C  2.15392  -2.74100  4.86298
H  11.57536  -4.38943  -0.20934
C  -7.53530  5.07716  -0.52082
C  -5.56302  6.68032  -0.91294
C  0.47522  1.43482  -0.61360
C  -4.42269  1.10239  8.96661
C  -3.93369  -0.39755  -3.39867
C  -5.99475  -1.63708  -5.01034
O  -8.29588  5.50722  -1.36414
O  5.59391  -1.76083  2.91880
O  -6.07960  2.83569  6.35784
H  -1.07191  -1.07028  -2.47249
H  -6.88194  1.38703  2.02274
C  -4.58430  7.84921  -2.87106
O  11.00675  -7.07346  -1.50729
H  -5.03076  5.36327  4.17554
O  7.06989  -2.64979  -6.38601
O  3.48375  -2.44029  1.46787
H  1.74185  -1.91584  -4.22138
H  2.43309  1.27334  0.31647
C  -3.28254  2.05584  9.19914
C  -4.13251  3.47425  7.43381
H  12.16558  -8.19544  -3.57174
C  -3.19673  3.24399  8.36610
H  -5.09358  2.96009  4.12008

Properties
gap between HOMO and LUMO	6.733	eV
LUMO level	-0.0633	hartree

=====

[4]
Molecular formula: C18H28N6O2
Method: DFT, ωB97M-V with the def2-TZVPD basis set

CARTESIAN COORDINATES (ANGSTROEM)
H  1.93750  -3.97706  1.25309
O  0.08160  -3.32918  1.58393
C  3.36217  1.32150  -2.00431
N  2.39651  1.11389  2.09993
C  -2.77418  1.68565  -1.12618
H  3.84076  -2.61092  0.08983
C  3.03017  -0.16155  -1.93461
C  3.04775  -2.09456  -0.45537
H  0.17598  0.47548  3.76732
O  2.37954  -0.73151  -2.78721
H  -5.15420  -0.85026  0.55293
H  -3.81441  0.73630  1.91098
H  2.43159  3.18092  -1.41863
C  -3.88138  0.86698  0.83280
C  1.78002  -1.99989  0.39777
H  -3.42865  -1.18719  0.36738
H  -0.99247  -1.71618  0.82873
H  -4.68299  -1.45765  -3.13656
H  4.29120  1.53260  -1.47676
H  -1.88425  -2.97156  1.72225
C  -4.33065  -0.27276  -1.36432
H  0.92724  -3.89134  -0.21417
H  3.45411  1.61347  -3.05024
C  -3.05346  0.38928  -1.88706
N  0.80579  1.48802  0.62478
C  2.01577  1.71879  0.05683
H  2.83181  -2.63393  -1.38112
H  -3.76168  -2.29120  -1.88511
H  -5.17527  0.39700  -1.56594
N  -2.65976  1.41868  0.29443
H  -3.14974  0.60492  -2.95155
C  -1.43059  1.26453  0.84314
H  -2.10012  0.61344  2.82273
H  1.27861  1.92046  -1.89574
N  2.95384  1.48636  0.95151
C  1.19631  -3.37583  0.72055
N  3.51335  -0.77860  -0.83122
C  -4.21690  -0.46274  0.15050
H  -3.60048  2.38938  -1.27009
H  2.00267  -1.48178  1.33382
H  -1.31940  -3.29306  0.05970
H  -1.84754  2.14394  -1.46662
C  -4.58580  -1.60399  -2.06368
N  -0.40232  1.56288  0.07162
C  -1.24668  0.85914  2.21498
H  -4.68113  1.58957  0.63344
H  -5.50058  -2.06150  -1.69412
C  1.09108  1.10890  1.92466
C  -0.00332  0.78168  2.75038
H  -2.20761  -0.28851  -1.75530
H  1.04645  -1.41257  -0.16050
C  -1.08102  -2.79461  1.00808
H  3.88091  -0.19640  -0.08833
C  2.21184  2.11113  -1.36100

Properties
gap between HOMO and LUMO	8.645	eV
LUMO level	0.0050	hartree
structure (SMILES)	COCCCNC(=O)CCc1nnc2ccc(N3CCC(C)CC3)nn12

=====

[5]
Molecular formula: C4H10NO2S
Method: DFT, ωB97M-V with the def2-TZVPD basis set

CARTESIAN COORDINATES (ANGSTROEM)
N  1.90956  -0.11169  -0.54537
C  2.31884  0.32391  0.78364
H  3.40677  0.46017  0.76333
H  1.81442  1.20492  1.12926
H  2.14525  0.56798  -1.23212
S  -0.10303  2.07902  -1.56481
H  0.49429  -1.53767  -0.88245
C  0.48401  -0.48583  -0.68925
H  0.02255  0.35227  1.36372
H  -1.24239  0.03718  -1.77095
H  -2.81436  -2.12874  3.77307
C  -0.20496  0.30712  -1.79604
H  2.22457  -0.46250  1.53136
H  0.12935  0.08834  -2.77203
H  -2.14480  -1.96710  2.44786
O  -2.46762  -2.64943  3.03828
C  -0.33923  -0.30319  0.58610
O  -1.42094  -0.82419  0.66353

Properties
gap between HOMO and LUMO (alpha / beta)	9.911 / 6.796	eV
2S+1	2
LUMO level (alpha / beta)	0.0235 / -0.0898	hartree

=====

[6]
Molecular formula: C2H5ClN2O2
Method: DFT, ωB97M-V with the def2-TZVPD basis set

CARTESIAN COORDINATES (ANGSTROEM)
O  -2.40732  0.95605  -1.17184
Cl  0.60104  -2.25509  -0.41794
C  0.14747  -0.78159  0.48666
H  -0.33780  -1.05841  1.37157
H  1.66474  0.69028  -0.13574
H  -3.32308  0.65457  -1.36907
N  -1.80168  -0.06567  -0.64451
C  1.54854  -0.02356  0.72997
H  2.47894  -0.81328  0.67869
H  1.61129  0.59988  1.59542
N  -0.66567  0.15209  -0.26583
O  0.48353  1.94473  -0.85738

Properties
gap between HOMO and LUMO (alpha / beta)	8.678 / 8.763	eV
LUMO level (alpha / beta)	-0.0449 / -0.0459	hartree

=====

[7]
Molecular formula: C2H6BN
Method: DFT, ωB97M-V with the def2-TZVPD basis set

CARTESIAN COORDINATES (ANGSTROEM)
H  -0.85355  1.57181  -2.17348
H  1.43148  1.03606  0.65856
H  2.12098  -0.54452  0.42693
C  0.06495  -0.88951  1.14027
H  -2.24109  0.55992  -2.07963
B  -0.14574  -0.30775  -0.21914
H  -0.54674  -0.58392  2.04850
H  0.45221  -1.86753  1.43676
N  -1.46721  1.03619  -1.59783
C  1.18470  -0.01075  0.35905

Properties
gap between HOMO and LUMO (alpha / beta)	8.561 / 8.560	eV
LUMO level (alpha / beta)	0.0004 / 0.0004	hartree

=====

[8]
Molecular formula: C4H5NO
Method: DFT, ωB97M-V with the def2-TZVPD basis set

CARTESIAN COORDINATES (ANGSTROEM)
C  -0.29006  -0.50335  -0.87326
H  -0.27870  -1.74056  1.04746
N  0.89759  0.18893  0.60364
H  -0.25614  0.45344  2.38148
O  -0.35885  -1.20753  -1.94135
H  -0.94353  1.33585  0.91095
C  0.66506  0.54751  -0.84652
H  0.53168  1.59804  -1.08972
H  0.64430  -0.43172  -2.05274
C  -0.29111  -0.77117  0.56236
C  -0.32024  0.53058  1.29772

Properties
gap between HOMO and LUMO	9.265	eV
LUMO level	0.0185	hartree

=====

[9]
Molecular formula: H3OPS2
Method: DFT, ωB97M-V with the def2-TZVPD basis set

CARTESIAN COORDINATES (ANGSTROEM)
H  0.75603  2.29782  0.33979
O  0.07210  -1.55323  0.38337
S  1.71247  0.86507  0.21602
P  -0.08697  -0.08740  -0.26566
S  -1.73878  0.79098  0.24479
H  -0.77669  -1.89692  0.69354
H  0.06183  -0.41631  -1.61184

Properties
gap between HOMO and LUMO	8.802	eV
LUMO level	-0.0195	hartree

=====

[10]
Molecular formula: C4H28NO10
Method: DFT, ωB97M-V with the def2-TZVPD basis set

CARTESIAN COORDINATES (ANGSTROEM)
H  3.54134  1.49223  -2.47000
H  0.07041  3.77178  2.17336
H  -2.73102  2.20589  -3.33377
C  0.55976  2.87877  1.78579
O  2.01642  -1.25675  1.95595
N  -0.74261  -0.43128  0.60233
H  -3.10279  0.78471  1.28910
H  1.08286  0.30699  1.30052
H  3.02590  1.13596  -1.07024
C  -0.44403  1.88268  1.40275
H  -0.41720  1.37109  -2.35628
C  0.07999  0.61891  1.04407
H  -3.10413  -0.78758  3.58790
H  2.26329  -1.49645  -1.73172
H  -3.04974  1.81593  -1.80354
H  -1.49294  -2.37907  0.71102
O  -2.40039  1.79474  -2.54021
H  -4.25883  1.65752  0.62828
H  1.16976  3.23170  0.94523
H  3.50064  -0.37272  0.93237
O  -1.97907  -1.18760  -1.68957
H  1.91814  -1.03607  2.88751
H  -1.17205  -0.24609  -0.35315
O  3.93066  -0.19039  0.07314
O  1.40790  -1.84660  -2.04666
H  -1.86706  0.00452  3.25368
H  -1.34615  -1.19504  -2.41529
H  -2.80451  -0.70005  -1.74124
H  1.83503  -2.14704  1.61105
H  1.12790  0.96929  -2.61244
O  -3.32153  1.65183  0.90990
H  -0.45001  -1.89830  2.05946
H  0.59764  -3.77064  -0.25080
C  -0.90413  -1.59051  1.13715
O  0.83847  -2.93764  0.20633
O  0.21266  0.67090  -2.48055
H  1.24725  2.53988  2.55580
H  0.95248  -1.08152  -2.44677
H  -1.39474  2.28304  1.06054
O  -2.48183  -0.59896  2.85394
H  4.88752  -0.25196  0.27736
H  1.18404  -2.36559  -0.55929
O  2.83806  1.00781  -2.04096

Properties
total charge	+2
gap between HOMO and LUMO (alpha / beta)	8.647 / 5.385	eV
2S+1	2
LUMO level (alpha / beta)	-0.3122 / -0.4315	hartree

=====

Asked for M across the records above, the calculation gives 88.11; 112.13; 1512.58; 360.46; 136.20; 124.53; 54.89; 83.09; 114.13; 250.27 g/mol in order.